[1]
Density functional theory data (ωB97M-V with the def2-TZVPD basis set) for a molecular structure, C39H32DyF5N6OS3 at a distorted geometry.

Output
- Charge: -2
- Spin multiplicity: 6
- Kohn-Sham gap (alpha / beta): 4.00 / 3.99 eV

Structure (XYZ):
```
87
Properties=species:S:1:pos:R:3:forces:R:3
C 3.7043 5.2423 2.0697 0.01 -1.22 -0.74
H -1.9442 1.0842 -4.8174 1.26 0.18 -0.02
H 4.5527 5.9324 2.0699 -0.37 -0.24 -0.24
F 0.2997 -1.0463 -2.9872 1.27 -1.01 1.54
S -2.1194 1.5194 3.6991 0.71 0.69 -0.26
H 0.9218 2.3600 -0.2299 0.37 -0.30 -0.43
N 2.2574 0.6576 1.2412 0.00 1.88 1.21
C -3.8625 4.1854 -1.6726 -0.47 -0.40 0.72
C 4.4603 1.2977 0.4656 1.09 0.71 -0.09
F -0.0590 -3.8276 -2.6914 -0.15 0.08 0.84
F 1.9825 -2.3432 -2.3561 -0.28 0.53 0.13
H 2.9264 -4.7233 3.8264 -0.41 0.04 0.03
O 0.7326 2.4319 2.7640 1.79 2.22 -0.37
H 1.6057 -6.5784 2.5886 -0.01 0.08 -0.36
H -5.3926 -1.6716 -1.8069 -0.38 0.21 0.06
C 3.1330 1.6555 1.0410 -1.48 -3.19 0.23
C -1.0234 1.5241 -4.3621 -0.57 0.75 1.22
C 2.3510 -1.3110 2.4746 -0.37 1.58 -1.88
C 1.5045 4.6251 2.7850 -0.69 0.31 0.57
H 3.6517 -4.6431 -1.4772 0.24 0.15 -0.24
C 1.6248 3.3015 2.3437 0.44 -1.62 0.14
C 3.1619 -4.2701 0.5646 -0.97 -0.91 1.04
H -1.6952 0.9179 -2.4001 -0.55 0.01 0.24
C -2.4819 -3.1787 -2.4713 -0.63 -1.05 0.24
N -4.0611 -0.1098 4.2698 -2.96 -0.31 2.50
H -3.3761 1.8007 1.3768 0.13 -0.01 -0.16
C 0.8155 -1.8331 -1.9877 -1.60 1.28 2.09
C -3.5146 2.4160 0.4948 -1.22 0.91 -0.70
H -4.0240 -0.5323 -0.1011 0.98 -0.55 -0.71
C -2.2229 -1.6986 -0.5843 1.56 0.50 1.91
C 2.0302 -6.1502 1.6755 -0.49 0.35 -0.30
S 0.9393 -1.1431 3.4134 0.15 -0.34 0.55
C 3.7833 3.9729 1.4662 1.42 1.06 -0.16
H 4.6951 3.7528 0.9026 -0.20 0.05 0.23
C 0.0073 2.1690 -2.2339 0.70 1.10 0.49
H -5.9311 3.9303 -1.5184 0.01 -0.02 1.12
N -1.9325 -0.7069 1.6446 1.65 2.54 -0.95
C 1.9855 -6.8387 0.4469 0.18 -1.81 1.75
C 2.4637 -4.1177 3.0391 0.13 1.20 0.18
C -0.9980 1.5206 -2.9451 0.36 -0.13 -1.47
C -3.8253 -2.9714 -2.4701 2.97 -0.17 -0.19
C -1.1305 2.2145 0.0154 1.27 1.19 1.45
C 2.5303 -4.8588 1.7319 1.15 0.67 -1.14
C 3.2347 -5.0396 -0.5711 -0.36 -0.89 0.43
H -5.7072 2.6415 0.8257 0.96 -0.18 -0.89
H -2.0324 -3.9830 -3.0516 -0.36 0.37 0.19
H 5.2226 1.5913 1.2115 -0.02 -0.71 -0.18
H -1.7143 4.0220 -1.9323 -0.57 0.18 0.27
F 0.2167 -3.5992 -0.4917 -0.54 0.30 -1.17
H 3.5329 -3.2451 0.5680 -0.17 -0.29 0.20
N 2.7541 -0.6089 1.4000 1.80 -1.86 1.43
C -3.0193 0.0949 3.4750 2.12 -3.97 -3.51
C -4.3522 -1.9133 -1.7273 0.62 2.37 2.33
H 2.6520 -6.8037 -1.5480 0.14 -0.87 -0.89
C -1.6336 -1.5374 0.6380 -0.89 -1.07 -0.45
C -3.5382 -1.2449 -0.8157 -3.12 -0.40 -1.23
H -0.8632 -2.2249 0.8424 1.49 -1.05 0.08
C 2.6964 -6.3547 -0.5955 -0.04 2.24 -0.84
H 2.4135 6.5956 3.0207 -0.45 -0.45 0.23
H 0.5997 4.8392 3.3432 -0.02 0.04 -0.14
H 4.7219 1.9785 -0.3756 -0.46 -0.51 0.20
C -0.2426 -2.9563 -1.6314 0.62 0.57 -0.40
C -2.6056 3.7401 -1.3528 1.10 -0.58 0.86
H 1.7628 3.4986 -4.8161 -0.42 -0.38 -0.26
N -2.7822 -0.9701 2.6434 -2.37 2.32 2.69
C -4.9973 3.7091 -0.9740 0.40 -0.46 -0.26
C -0.0337 2.3224 -0.7545 -0.10 -1.62 -0.77
Dy -0.1199 0.7458 1.8678 -2.03 0.31 -1.10
H -4.3698 -1.0794 4.3907 0.12 0.92 -0.01
H -0.0279 2.3079 -6.1320 -0.30 0.14 0.04
C -0.0596 2.2927 -5.0456 -0.73 -0.59 -0.63
N -1.5924 -2.5050 -1.5973 -0.28 -1.06 -1.38
C 0.9499 2.9272 -4.3537 0.76 -0.39 1.19
C 2.4920 5.5611 2.6694 0.80 0.88 -0.05
F 0.9784 -1.0865 -0.7794 0.12 -0.91 -2.93
H 2.0107 3.0277 -2.5483 -0.41 0.48 0.67
C -2.3786 2.8037 -0.2773 -2.67 -0.57 -1.18
H -4.2545 0.6170 4.9536 0.14 -0.83 -0.08
C 2.8301 2.9701 1.5481 -1.89 0.90 0.57
H -4.0026 4.9276 -2.4495 -0.01 -0.16 -0.24
C 1.0401 2.7701 -2.9609 0.16 -0.08 -1.27
H 1.4202 -3.8192 3.2873 0.67 -0.31 0.06
H 4.5074 0.2299 0.1638 0.02 0.90 0.39
H 1.5573 -7.8754 0.4047 0.26 1.18 0.02
S 3.4644 -2.5506 3.0972 0.23 -0.86 -0.58
H -4.4249 -3.6230 -3.0190 -0.85 -0.82 -1.06
C -4.8325 2.8483 0.1521 0.48 0.81 -0.38
```
Positions in Å, forces in eV/Å.

Löwdin population analysis, charges in e, atoms 1 to 6:
1 C -0.120
2 H 0.108
3 H 0.084
4 F 0.144
5 S 0.516
6 H 0.052


[2]
Density functional theory data (ωB97M-V with the def2-TZVPD basis set) for a molecular structure, C39H32IrN3O5PSSe at a distorted geometry.

Output
- Charge: 0
- Spin multiplicity: 2
- Kohn-Sham gap (alpha / beta): 7.66 / 5.66 eV

Structure (XYZ):
```
83
Properties=species:S:1:pos:R:3:forces:R:3
O -1.6425 -4.4134 -0.4490 0.01 0.09 -0.04
H 3.4532 5.7737 -3.8858 0.01 0.00 0.00
C 1.1858 -4.6717 -2.2219 -0.01 -0.05 -0.05
N -2.6204 -2.4072 1.2439 0.88 -0.73 -0.75
H 2.4757 1.8615 3.1509 0.01 0.00 0.00
H -5.5378 -2.0705 -0.2538 0.00 0.02 -0.01
C 2.0391 -1.8310 2.1244 -0.02 0.00 0.03
N -3.9593 -0.6873 -0.0424 0.10 0.18 0.65
C 2.3751 0.6007 -1.2204 -0.07 0.00 0.03
C 1.4370 -0.8276 1.3701 -0.03 -0.01 -0.01
C 4.2239 5.3869 -0.7604 -0.02 -0.01 0.02
S -1.2734 -3.7114 -1.6596 0.16 -0.27 0.12
C -3.2285 3.7994 -2.2516 0.03 0.03 -0.01
H -3.5805 -3.4478 -0.2894 0.01 -0.03 0.03
C 2.5808 -2.7579 -0.8071 0.03 -0.05 -0.01
C -0.2562 -0.1138 4.9944 -0.04 0.10 -0.03
O -1.6815 0.7667 -1.1338 0.05 -0.15 0.06
C -4.7588 -1.8126 0.4652 -0.02 0.02 0.09
C -0.1555 -1.4892 5.2228 -0.02 -0.11 0.00
C -1.3297 -0.4700 2.8432 -0.10 0.06 0.09
C -3.8913 1.6544 -0.6169 0.03 0.07 0.08
C 0.5038 -3.6519 -1.5713 -0.16 0.14 0.02
H -0.9086 1.4476 3.6771 0.01 0.00 -0.02
H 3.0876 4.4074 0.7799 0.00 0.01 0.00
C 2.8182 -1.5053 3.2251 0.00 0.00 -0.02
H 3.1513 -1.9936 -0.2976 -0.02 0.02 0.03
C 3.0027 -0.1775 3.5826 0.01 0.01 -0.02
H -1.4619 2.6930 -2.7328 0.03 0.01 0.05
C -2.3720 2.7358 -2.1514 0.00 -0.06 0.02
H -4.2516 -3.7531 1.3191 0.03 0.00 0.04
C -3.8164 -2.9959 0.6657 -0.18 0.18 0.07
H 0.6136 -5.3902 -2.7929 0.01 0.00 0.01
H 2.8562 1.7622 -4.3636 0.00 0.01 0.00
H 2.8682 0.5999 -0.2574 0.02 -0.01 -0.05
C -4.4746 0.4908 -0.0283 0.03 -0.20 -0.36
H -5.0763 4.7101 -1.5803 -0.01 0.00 0.00
H 0.1366 0.5801 5.7282 -0.01 0.00 0.00
C 2.9848 1.2507 -2.2856 -0.03 0.02 -0.01
H 3.9328 1.7523 -2.1353 0.00 0.01 0.01
C 1.1660 0.6087 -3.7105 -0.02 0.00 0.00
H 5.0471 5.6493 -0.1050 0.00 0.00 0.00
H -0.6881 -3.4137 4.4652 0.01 0.00 0.01
O -1.6295 -4.3468 -2.8960 0.08 0.10 -0.05
H -2.4005 -3.7286 2.7876 -0.08 0.05 0.08
C 2.3690 0.8235 2.8613 0.01 -0.01 0.01
C -0.8389 0.3820 3.8529 0.02 -0.03 0.08
H -0.3723 -0.5718 -2.8138 -0.06 -0.01 0.03
O -1.8355 0.1167 1.7750 -0.02 0.01 -0.09
Se 0.5812 3.3968 -0.5491 0.04 0.04 -0.02
C 3.3405 5.4562 -2.8550 -0.01 -0.01 0.00
H -2.9782 4.6131 -2.9222 -0.01 0.00 -0.01
H -5.2316 -1.5212 1.4075 -0.01 -0.05 0.01
C 2.0899 4.3688 -1.1291 0.03 0.02 0.02
C 2.3794 1.2593 -3.5314 0.01 0.01 -0.01
H 0.6916 0.6002 -4.6837 0.00 0.00 0.00
H 1.4272 4.5291 -3.1728 -0.01 0.00 0.00
N 4.3406 5.7647 -2.0311 0.02 0.01 -0.02
C 2.5643 -4.7465 -2.1498 -0.01 0.02 0.02
H 1.0711 1.2879 1.2327 -0.01 0.02 -0.02
H 3.0904 -5.5461 -2.6541 0.00 0.01 -0.01
P 0.4336 -1.1663 -0.1105 0.03 0.24 -0.11
Ir -1.8915 -0.9240 0.0417 -0.02 -0.74 -0.29
C 3.2639 -3.7797 -1.4409 -0.01 0.00 -0.01
C -0.6893 -2.3431 4.2908 0.01 0.01 0.07
C -2.0883 -2.7865 2.3377 -0.37 0.64 0.26
O -1.7106 -2.2747 -1.6751 -0.53 0.62 0.10
H 3.6261 0.0739 4.4312 -0.01 0.00 0.01
H 4.3448 -3.8073 -1.3949 0.00 -0.01 0.00
H 0.3054 -1.8664 6.1251 0.00 -0.01 0.00
C 1.5759 0.4979 1.7736 0.04 0.03 0.01
C -4.7371 2.7818 -0.7251 0.01 -0.04 -0.01
C -1.2779 -1.8705 3.1073 0.04 -0.10 -0.10
C 1.1518 -0.0488 -1.3904 0.12 0.00 0.06
C 1.1847 -2.6862 -0.8351 0.04 -0.05 0.09
C 2.2055 4.7664 -2.4604 0.00 -0.01 0.00
H -5.6817 2.7582 -0.1927 0.00 0.01 0.00
H 3.2844 -2.2943 3.8009 0.00 0.00 0.01
C 3.1301 4.6956 -0.2617 0.01 -0.03 0.01
H 1.9061 -2.8711 1.8545 0.01 0.00 -0.03
C -4.4162 3.8577 -1.5054 0.00 0.01 0.01
C -2.6225 1.6556 -1.2647 -0.02 0.00 -0.09
H -5.4877 0.6019 0.3641 -0.05 -0.01 -0.11
C 0.5571 -0.0457 -2.6522 0.02 -0.03 0.00
```
Positions in Å, forces in eV/Å.

Löwdin population analysis, charges in e, atoms 1 to 6:
1 O -0.313
2 H 0.106
3 C -0.047
4 N -0.135
5 H 0.110
6 H 0.127


[3]
Density functional theory data (ωB97M-V with the def2-TZVPD basis set) for a molecular structure, C39H33N3O3P2Pd at a distorted geometry.

Output
- Charge: -2
- Kohn-Sham gap: 6.15 eV

Structure (XYZ):
```
81
Properties=species:S:1:pos:R:3:forces:R:3
C -1.7551 1.8460 3.1252 0.00 0.23 -0.12
C 0.4668 3.1217 -1.2978 -0.03 -0.12 -0.22
C -2.6765 -1.1467 1.9094 -0.13 -0.05 -0.14
C 3.3274 2.0832 0.3960 0.02 0.14 -0.01
P -0.8119 1.0788 -2.3493 -0.15 -0.17 -0.61
C 2.4470 -1.9411 2.0547 -0.03 0.03 0.01
H -1.1753 7.1043 2.4602 0.01 0.01 -0.02
H -4.3998 -5.4339 1.4893 0.01 0.01 0.01
C 2.6715 0.8618 0.2533 -0.13 -0.07 -0.01
C -0.0821 1.3509 -6.4279 0.06 0.01 0.05
C 1.2640 1.6981 -6.4953 -0.05 -0.01 0.10
C 0.4365 -3.5433 1.0261 0.01 0.09 0.13
C -0.6915 1.1651 -5.1933 -0.03 -0.01 -0.03
H 1.5812 -5.2092 1.7587 0.00 0.03 0.00
H 0.8771 3.4692 -0.3510 0.07 0.01 0.12
H -1.6492 -1.2508 3.9696 -0.08 0.33 0.00
H 1.6773 -3.2514 -2.8407 0.01 -0.01 0.01
H -0.6564 1.2294 -7.3399 0.00 0.00 0.00
H 1.7385 1.8572 -7.4569 0.01 -0.01 0.00
C -1.5958 5.2599 1.4836 -0.02 -0.03 0.06
H 2.9808 2.7766 1.1566 0.01 -0.03 -0.01
C -2.6710 -4.2420 4.1592 -0.04 -0.02 -0.02
C -1.5231 3.2609 2.8632 -0.03 -0.05 0.05
C -3.6261 -3.4358 1.6943 0.00 -0.06 0.00
H 3.3932 -3.7700 2.6567 0.00 0.02 0.01
C 0.7437 -2.7756 -2.5619 -0.07 0.02 -0.01
C 1.3563 -1.3294 1.4236 -0.03 -0.06 -0.11
P 1.2495 0.5190 1.3874 -0.10 -0.30 -0.06
C 1.5227 -4.1304 1.6576 -0.02 0.07 0.01
H -1.7444 0.8991 -5.1457 0.03 0.04 0.01
C -0.5613 -0.7580 -2.2653 -0.05 0.01 0.03
H -2.2726 -4.5375 5.1233 -0.01 0.00 -0.02
O -2.0366 3.1531 0.5287 0.02 -0.17 -0.28
C 1.3765 1.6476 -4.0853 0.05 -0.10 -0.12
H -2.5333 -1.0576 -1.4780 0.03 -0.04 -0.02
H 4.5601 -0.3705 -2.2973 0.01 -0.01 0.00
H -0.3616 -4.1592 0.6245 0.05 0.06 0.06
C 0.0259 1.3033 -4.0068 0.15 0.11 0.07
C -1.0889 5.4539 3.8441 -0.01 -0.03 -0.11
H -1.1113 3.6088 4.9273 -0.01 0.01 -0.01
H 3.2340 -1.3164 2.4660 -0.01 -0.01 0.01
H 1.1570 3.4468 -2.0902 -0.05 -0.01 0.01
H -0.8452 6.0613 4.7065 0.00 0.01 0.00
C -0.3247 -3.5469 -2.1140 -0.05 0.12 -0.14
C 3.1451 -0.0122 -0.7293 0.04 -0.05 -0.04
H -0.4621 -1.7021 0.3669 -0.04 -0.03 0.15
C -1.5093 -2.9274 -1.7432 0.02 0.04 -0.12
H 2.6454 -0.9633 -0.8784 0.04 0.04 0.07
C -1.6262 -1.5416 -1.8208 -0.02 0.05 -0.09
N -1.7021 0.8983 2.2705 -0.03 -0.40 0.04
C 4.4008 2.4362 -0.4166 -0.06 -0.05 0.01
H -2.3371 -3.5155 -1.3635 0.00 0.02 0.02
C -2.4400 -2.9304 3.7283 0.10 -0.03 0.04
N 0.3495 1.6567 -1.2798 -0.29 -0.04 0.35
C -1.2768 6.0293 2.5777 -0.02 -0.09 0.08
C -3.8564 -4.7378 2.1176 0.05 0.02 0.10
C 4.8584 1.5564 -1.3877 -0.07 -0.06 0.06
O -1.7445 -2.1040 4.5151 0.05 -0.58 0.30
H 1.4653 -0.8026 -2.9764 -0.04 0.01 -0.02
C 0.6222 -1.3952 -2.6396 0.03 -0.02 0.06
Pd -0.7414 1.1863 0.4294 0.67 0.57 0.50
H -0.4870 3.6459 -1.4421 -0.03 -0.01 0.04
H -2.0340 1.5634 4.1397 -0.06 0.02 0.08
H 1.9461 1.7227 -3.1628 -0.03 0.02 -0.03
C -3.3694 -5.1344 3.3623 0.00 0.09 -0.05
C -1.2331 4.0827 3.9562 0.00 -0.03 -0.03
C 1.9919 1.8421 -5.3193 -0.10 -0.02 0.04
C -2.9262 -2.5230 2.4726 -0.01 -0.08 -0.07
H 5.7003 1.8222 -2.0172 -0.01 0.00 -0.01
C -1.7332 3.8331 1.5561 0.10 0.00 0.10
C 2.5360 -3.3210 2.1659 -0.03 0.03 -0.06
H 4.8806 3.3999 -0.2869 -0.01 0.00 0.01
O -3.0659 -0.8809 0.7584 0.13 0.09 0.15
H 3.0444 2.1016 -5.3613 -0.01 0.01 0.01
H -0.2242 -4.6240 -2.0387 0.01 0.01 0.00
H -3.5286 -6.1490 3.7116 0.00 -0.01 0.00
H -3.9776 -3.0816 0.7322 0.01 0.01 0.01
N -2.0426 -0.3599 2.7784 0.20 0.48 -0.46
C 0.3629 -2.1569 0.9014 0.08 -0.01 0.03
C 4.2245 0.3247 -1.5354 -0.08 0.05 0.07
H -1.7493 5.7110 0.5098 0.00 -0.01 -0.01
```
Positions in Å, forces in eV/Å.

Löwdin population analysis, charges in e, atoms 1 to 6:
1 C -0.108
2 C -0.264
3 C -0.508
4 C -0.146
5 P 0.912
6 C -0.131


The records above yield relative energy (zero: lowest compared OMol25 entry of this formula, charge and spin) values of 130.5 44.8 77.0 kJ/mol, respectively.